Formula: C6H12N2O2S
Source: the Open Molecules 2025 dataset
Level of theory: the ωB97M-V functional and the def2-TZVPD basis

Structure (ORCA input):
```
! RIJCOSX wB97M-V def2-TZVPD def2/J DEFGRID3
* xyz 0 1
C -3.215 1.657 0.242
C -3.494 -0.626 0.385
C -1.200 0.138 -0.244
C 1.349 -1.361 -0.462
C 2.105 -0.792 0.725
C 2.949 0.522 0.351
H -4.210 1.662 1.105
H -3.835 1.838 -0.899
H -2.329 2.755 0.337
H -4.113 -0.734 1.739
H -2.538 -1.860 -0.017
H -4.520 -0.419 -0.736
H -0.625 2.028 -0.544
H 1.453 -2.554 -0.698
H 1.345 -0.575 -1.271
H 2.836 -1.368 1.175
H 1.318 -0.292 1.408
H 1.386 1.456 -0.323
N -2.551 0.365 0.354
N -0.322 0.952 -0.740
O 2.348 1.487 -0.433
O 4.213 0.497 0.388
S -0.594 -1.516 -0.262
*
```

Output
Energy relative to the best compared isomer or geometry (same formula, charge and spin) = 214.1 kcal/mol
LUMO level = -0.19 eV
HOMO = -9.5 eV
HOMO-LUMO gap = 0.3425 Ha

Results of the Mulliken charge analysis, in e, for atoms 1 through 4: number 1, C, carries -0.85; number 2, C, carries -0.77; number 3, C, carries 0.52; number 4, C, carries -0.54